[1]
# C3H2FIN2

C3H2FIN2 in the gas phase (ωB97M-V/def2-TZVPD, OMol25).

```
9
Properties=species:S:1:pos:R:3:lowdin_charge:R:1
F -2.05 2.49 0.04 0.04
C -1.81 1.16 -0.08 -0.28
C -0.52 0.69 -0.08 -0.06
N -0.54 -0.64 0.03 -0.01
N -1.84 -1.10 0.07 0.00
C -2.58 -0.08 0.06 -0.87
I -4.61 -0.14 0.00 0.91
H 0.47 1.13 -0.07 0.13
H 0.01 -1.40 -0.28 0.14
```

As for the structure (SMILES): Fc1c[nH]nc1I. The value obtained for the energy is -622.5371 Ha. For the HOMO energy, the calculation gives -9.20 eV. For the frontier orbital gap, the calculation gives 0.359 Eh.


[2]
# C3H2FInO3

A molecular structure, C3H2FInO3 (ωB97M-V/def2-TZVPD, OMol25).

```
10
Properties=species:S:1:pos:R:3:lowdin_charge:R:1
C -1.03 0.73 -0.04 -0.13
C -1.14 -0.72 0.27 0.14
O 0.16 -1.13 0.31 0.30
C 0.98 -0.14 -0.05 -0.29
O 0.25 1.02 -0.19 0.35
O 2.17 -0.19 -0.09 0.18
In 3.87 0.43 -0.34 2.41
F -1.85 1.35 -0.76 0.44
H -1.81 -1.33 -0.36 0.25
H -1.60 -0.02 1.26 0.35
```

The value obtained for the energy is -628.7597 Ha. For the HOMO energy, the calculation gives -30.09 eV. As for the charge: +4. For the frontier orbital gap, the calculation gives 0.136 Eh.


Q: Look up the HOMO of the second one.
A: -30.09 eV